A molecular structure, C37H58ClN4OPPdSi3 in a non-equilibrium geometry. Source: the Open Molecules 2025 dataset; level of theory: the ωB97M-V functional and the def2-TZVPD basis.

Last column: Mulliken charge in e.
Geometry (Å):
1 Pd 0.2067 1.1846 -0.7337  -0.488
2 C 2.4912 4.8150 0.1150  -1.125
3 O 1.5584 3.8772 -0.3435  0.350
4 Si 1.0122 3.7909 -1.9279  1.071
5 C 0.3573 5.5651 -2.2516  -1.504
6 C 2.6339 3.8625 -2.9355  -1.418
7 C -0.2772 2.5638 -2.3841  -0.285
8 Si 0.5159 1.0532 -3.2192  0.969
9 C -0.2766 -0.6144 -3.7166  -0.559
10 C 0.6630 1.7001 -5.0394  -1.434
11 C 2.3305 0.4898 -2.8711  -1.009
12 Si -1.7015 2.7448 -1.1302  0.896
13 C -2.8045 4.0485 -2.0361  -1.352
14 C -3.1507 1.6255 -0.5988  -0.990
15 C -1.3740 3.6578 0.5359  -0.783
16 H 2.1537 5.8488 -0.0480  0.277
17 H 3.4694 4.6993 -0.3729  0.299
18 H 2.6370 4.6671 1.1913  0.242
19 H 1.1762 6.2985 -2.2768  0.349
20 H -0.3565 5.8896 -1.4828  0.303
21 H -0.1565 5.5968 -3.2201  0.305
22 H 3.0234 4.8874 -2.9256  0.296
23 H 2.4828 3.5718 -3.9797  0.329
24 H 3.4057 3.2026 -2.5171  0.246
25 H -1.2566 -0.4625 -4.1993  0.188
26 H -0.3851 -1.3163 -2.8856  -0.306
27 H 0.3846 -1.0671 -4.4676  0.458
28 H -0.3471 1.7852 -5.4683  0.305
29 H 1.2487 1.0140 -5.6768  0.257
30 H 1.1203 2.6951 -5.0955  0.281
31 H 2.5155 0.4884 -1.7950  -0.137
32 H 3.0589 1.1588 -3.3467  0.333
33 H 2.5044 -0.5294 -3.2382  0.430
34 H -3.1964 3.6098 -2.9665  0.228
35 H -2.2393 4.9492 -2.3070  0.273
36 H -3.6669 4.3567 -1.4180  0.257
37 H -3.6606 1.1844 -1.4615  0.188
38 H -3.8696 2.2632 -0.0619  0.452
39 H -2.8592 0.7996 0.0558  -0.018
40 H -0.9888 4.6735 0.3711  0.176
41 H -0.6090 3.1248 1.1030  -0.120
42 H -2.2888 3.7229 1.1396  0.402
43 Cl 6.0206 1.4544 1.7118  -0.308
44 C 4.3071 1.6435 2.0246  -0.363
45 C 3.8709 1.9032 3.3076  -0.295
46 C 2.5017 2.0104 3.4988  -1.020
47 C 1.6584 1.8445 2.4090  -0.595
48 N 2.0923 1.6397 1.1712  1.882
49 C 3.3981 1.5464 0.9787  -0.641
50 H 4.5721 2.0054 4.1259  0.461
51 H 2.0969 2.2045 4.4860  0.409
52 H 0.5812 1.8788 2.5370  0.053
53 H 3.7420 1.3796 -0.0381  0.377
54 C -2.4435 -3.6935 -2.5333  -1.478
55 C -3.4266 -2.6362 -2.0147  1.771
56 C -4.5127 -2.3983 -3.0611  -1.963
57 C -4.0695 -3.1410 -0.7186  -1.704
58 N -2.8317 -1.3341 -1.7493  0.064
59 N -1.6331 -1.4392 -0.9514  2.332
60 H -2.9575 -4.6493 -2.6941  0.496
61 H -1.6486 -3.8430 -1.8050  0.059
62 H -1.9895 -3.3683 -3.4757  0.303
63 H -5.0862 -3.3137 -3.2356  0.425
64 H -4.0658 -2.0797 -4.0096  0.407
65 H -5.1901 -1.6091 -2.7207  0.379
66 H -4.7565 -3.9681 -0.9234  0.488
67 H -4.6192 -2.3222 -0.2437  0.337
68 H -3.3045 -3.4948 -0.0186  0.226
69 H -2.5502 -0.9029 -2.6194  -0.063
70 H -1.0778 -0.5393 -0.9843  -1.055
71 H -1.9402 -1.4891 0.0108  -0.622
72 N 0.7091 -0.5877 0.6934  0.650
73 P 0.5844 -1.6452 1.7594  -0.129
74 C 1.0357 -3.3930 1.2941  -0.126
75 C 1.6940 -4.3186 2.1025  -0.050
76 C 2.0721 -5.5618 1.6005  -0.862
77 C 1.7941 -5.8929 0.2820  -0.489
78 C 1.1507 -4.9722 -0.5388  -0.648
79 C 0.7834 -3.7258 -0.0420  -0.267
80 C 1.6234 -1.4854 3.2944  0.239
81 C 1.1319 -1.1349 4.5491  -0.372
82 C 1.9996 -0.8920 5.6122  -0.701
83 C 3.3728 -0.9794 5.4288  -0.419
84 C 3.8797 -1.2918 4.1713  -0.894
85 C 3.0110 -1.5276 3.1148  -0.067
86 C -1.0941 -1.9114 2.5237  0.832
87 C -1.5385 -3.0695 3.1573  -0.574
88 C -2.8528 -3.1690 3.6021  -0.585
89 C -3.7375 -2.1117 3.4161  -0.585
90 C -3.3081 -0.9530 2.7800  -0.279
91 C -1.9948 -0.8604 2.3297  -0.917
92 H 1.9118 -4.0689 3.1361  0.400
93 H 2.5891 -6.2705 2.2381  0.377
94 H 2.0850 -6.8630 -0.1056  0.353
95 H 0.9497 -5.2224 -1.5750  0.447
96 H 0.3061 -2.9771 -0.6705  0.103
97 H 0.0596 -1.0699 4.7013  0.322
98 H 1.6003 -0.6375 6.5881  0.358
99 H 4.0465 -0.8006 6.2595  0.348
100 H 4.9520 -1.3432 4.0160  0.366
101 H 3.3950 -1.7509 2.1234  0.544
102 H -0.8522 -3.8972 3.3070  0.357
103 H -3.1909 -4.0754 4.0919  0.354
104 H -4.7615 -2.1957 3.7614  0.323
105 H -3.9933 -0.1277 2.6225  0.405
106 H -1.6368 0.0180 1.7972  0.194

Cartesian forces, eV/Å:
Pd 0.3 -0.9 0.5
C -0.1 -0.1 -0.1
O 0.2 0.2 0.3
Si -0.4 0.5 -0.8
C 0.0 0.2 0.1
C 0.1 -0.3 -0.1
C 0.7 -0.7 1.3
Si 0.0 0.4 -0.6
C -0.5 0.0 0.1
C 0.2 0.0 -0.2
C 0.1 0.3 0.0
Si -0.3 0.7 -0.3
C -0.2 0.2 0.0
C 0.0 -0.4 -0.2
C 0.2 0.2 -0.1
H 0.0 0.0 0.0
H 0.0 0.0 0.0
H 0.0 0.0 0.0
H -0.1 -0.1 0.0
H 0.1 -0.1 -0.1
H 0.1 0.0 0.1
H 0.0 -0.1 0.0
H 0.1 0.1 0.2
H -0.1 0.1 -0.1
H 0.2 -0.1 0.1
H 0.0 0.0 -0.1
H 0.0 0.1 0.1
H 0.1 0.0 0.1
H -0.1 0.1 0.1
H -0.1 -0.2 0.0
H 0.1 -0.1 0.0
H -0.1 -0.1 0.0
H -0.1 0.1 0.0
H 0.1 0.1 0.1
H -0.1 -0.2 0.0
H 0.1 0.0 -0.1
H 0.0 0.0 0.1
H 0.1 0.0 -0.1
H -0.1 0.1 -0.1
H -0.1 -0.1 0.1
H 0.0 0.0 0.1
H 0.0 0.0 -0.1
Cl 0.0 0.0 0.0
C 0.0 0.1 0.0
C -0.1 0.0 0.0
C 0.0 0.0 0.0
C 0.0 0.1 0.0
N 0.5 0.3 0.4
C 0.0 -0.1 0.0
H 0.0 0.0 0.0
H 0.0 0.0 -0.1
H 0.0 0.0 -0.1
H 0.0 0.0 0.0
C 0.0 0.0 -0.1
C -0.1 -0.3 -0.1
C -0.1 0.1 0.0
C 0.1 0.1 0.1
N -0.1 0.3 0.2
N 0.4 -0.1 0.0
H 0.0 0.1 0.0
H 0.1 0.0 0.0
H 0.0 0.0 0.1
H 0.0 0.1 0.0
H 0.0 0.0 0.1
H 0.0 -0.1 0.0
H 0.1 0.0 0.0
H 0.0 -0.1 0.0
H -0.1 0.1 0.0
H 0.1 0.0 -0.1
H -0.7 -0.8 -0.2
H -0.1 0.1 0.1
N -0.4 0.1 -0.2
P -0.1 -0.3 0.2
C 0.2 0.1 -0.3
C -0.2 0.0 0.0
C -0.1 0.0 0.0
C 0.0 0.1 0.0
C 0.0 0.1 0.0
C 0.1 -0.1 0.1
C 0.2 0.4 -0.1
C 0.1 -0.2 0.0
C 0.0 0.0 0.0
C -0.1 0.0 0.0
C -0.1 -0.1 -0.1
C -0.1 -0.1 0.1
C -0.1 0.2 -0.2
C 0.0 0.1 0.1
C 0.0 0.0 0.0
C 0.1 0.0 0.0
C 0.1 0.0 0.0
C 0.0 -0.1 0.2
H 0.0 0.0 0.0
H 0.0 0.0 0.0
H 0.0 0.0 0.0
H 0.0 0.0 0.0
H 0.0 0.0 0.0
H 0.0 0.0 0.0
H 0.0 0.0 0.0
H 0.0 0.0 0.0
H 0.0 0.0 0.0
H 0.0 0.0 0.1
H 0.0 0.0 0.0
H 0.0 0.0 0.0
H 0.0 0.0 0.0
H 0.0 0.0 0.0
H 0.0 0.0 0.0

Properties
Energy above the lowest of the compared OMol25 structures with the same formula, charge and spin   57.83 kcal per mole
Gap between HOMO and LUMO   4.77 eV
Charge   -2
DFT total energy   -3536.8845 hartree
HOMO level   -0.63 eV